A cluster of 2 separate species, C5H12NO in total at a distorted geometry. Source: the Open Molecules 2025 dataset; level of theory: ωB97M-V with the def2-TZVPD basis set.

Structure (XYZ):
```
19
Properties=species:S:1:pos:R:3:forces:R:3:mulliken_charge:R:1
C -1.157 -2.069 -2.245 0.52 -1.90 -1.20 -1.2096
C -1.124 -0.705 -1.628 0.14 -0.22 0.66 -0.2997
C 0.103 -0.526 -0.766 0.00 -0.68 0.15 -0.2582
C -0.033 -0.279 0.534 -0.90 -0.88 -0.16 -0.2272
N 1.041 0.005 1.405 0.55 0.07 2.37 -0.0552
C 1.045 0.751 2.464 0.03 0.51 -1.74 -0.1779
H -1.072 -2.862 -1.479 -0.41 0.34 -0.30 0.3212
H -1.958 -2.309 -2.959 -0.60 0.48 0.90 0.3416
H -0.361 -2.307 -2.955 0.75 0.53 0.38 0.3390
H -1.120 0.088 -2.351 0.01 0.40 -0.61 0.3201
H -2.037 -0.583 -1.041 0.16 0.22 0.18 0.2729
H 1.084 -0.776 -1.195 -0.29 0.76 -0.07 0.3520
H -0.995 -0.496 1.005 0.23 0.95 0.10 0.3408
H 1.929 -0.496 1.422 -0.03 -0.14 -1.44 0.3091
H 0.197 1.328 2.819 -0.07 -0.48 -0.15 0.3098
H 2.050 0.970 2.793 -0.10 -0.26 0.91 0.2987
H 0.790 3.776 0.710 0.16 -0.35 -0.25 0.3033
H 0.693 3.454 2.149 0.00 0.15 0.42 0.3275
O 0.927 3.035 1.319 -0.17 0.50 -0.15 -0.6081
```
Positions in Å, forces in eV/Å.

- Net charge: +1
- LUMO energy: -4.93 eV
- HOMO energy: -14.15 eV

An isolated molecule of C5H10N2S2 at a distorted geometry. Source: the Open Molecules 2025 dataset; level of theory: ωB97M-V with the def2-TZVPD basis set.

Structure (XYZ):
```
19
Properties=species:S:1:pos:R:3:forces:R:3:mulliken_charge:R:1
C 2.484 0.468 -0.121 0.95 1.41 -0.63 0.1661
C 0.183 1.186 0.639 0.23 0.84 -1.41 -0.7150
C -1.157 0.639 0.154 -0.58 0.21 4.70 -0.0243
C 0.842 -0.920 1.149 3.30 -1.28 -4.16 -1.0489
C -2.518 -0.828 -1.099 -2.26 2.46 -1.30 -0.8311
N 1.159 0.189 0.138 -1.75 -0.49 1.83 0.0309
N -1.295 -0.085 -0.826 -0.82 -0.82 -1.91 -0.2138
S 3.584 1.162 0.890 -0.62 -0.74 -0.58 -0.2270
S 2.839 0.200 -1.879 1.98 0.23 1.45 -0.1669
H 0.194 2.233 0.276 0.91 -0.50 -0.19 0.3930
H 0.256 1.251 1.745 -0.47 0.08 -0.52 0.3679
H -1.855 0.667 1.078 -0.09 0.17 -1.66 0.1919
H -0.098 -1.262 0.812 -0.92 -0.67 0.32 0.2681
H 1.617 -1.730 0.979 -0.97 0.82 0.56 0.3440
H 0.876 -0.492 2.080 0.10 0.45 2.53 0.4570
H -3.243 -0.141 -1.790 1.89 -1.48 1.21 0.2794
H -2.243 -1.683 -1.726 -0.42 -0.07 0.59 0.2883
H -3.236 -0.991 -0.238 1.26 -0.36 -0.52 0.3095
H 1.614 0.138 -2.260 -1.71 -0.26 -0.29 0.1310
```
Positions in Å, forces in eV/Å.

- SMILES: C/N=C/CN(C)C(=S)S
- LUMO energy: -0.27 eV
- HOMO energy: -8.66 eV

An isolated molecule of C3H8N2O. Source: the Open Molecules 2025 dataset; level of theory: ωB97M-V with the def2-TZVPD basis set.

Structure (XYZ):
```
14
Properties=species:S:1:pos:R:3:forces:R:3:mulliken_charge:R:1
C 1.507 1.614 0.229 0.18 0.15 -0.12 -0.7855
N 0.538 0.821 0.984 0.16 -0.12 0.15 -0.3540
C 0.287 -0.462 0.359 -0.02 -0.03 0.01 0.4467
O 1.075 -1.386 0.287 -0.33 0.30 0.05 -0.6256
N -0.972 -0.417 -0.132 0.13 0.09 0.08 -0.1574
C -1.663 -1.482 -0.824 0.01 -0.10 -0.07 -0.7494
H 2.507 1.164 0.218 -0.07 0.08 -0.06 0.3088
H 1.561 2.618 0.661 0.04 -0.16 -0.05 0.2907
H 1.160 1.718 -0.805 0.04 -0.03 0.18 0.2926
H 0.889 0.655 1.920 0.12 -0.07 -0.04 0.2441
H -1.390 0.465 0.123 -0.46 -0.31 -0.26 0.2503
H -2.484 -1.891 -0.222 0.16 0.10 -0.07 0.2652
H -2.070 -1.133 -1.779 0.09 -0.04 0.17 0.2732
H -0.946 -2.283 -1.019 -0.07 0.14 0.04 0.3003
```
Positions in Å, forces in eV/Å.

- SMILES: CNC(=O)NC
- LUMO energy: 0.96 eV
- HOMO energy: -9.35 eV